Density functional theory data (ωB97M-V/def2-TZVPD) for a structure of composition C24H40N5O6SSi2TeV.

Last column: Löwdin charge in e.
Positions of all 80 atoms, in Å:
1 V -1.17 -1.11 -0.03  0.56
2 C -2.71 -3.43 1.34  -0.17
3 C -1.57 -3.21 2.32  -0.18
4 N -0.46 -2.63 1.59  -0.13
5 C 0.57 -2.00 2.37  -0.15
6 C 0.04 -0.66 2.81  -0.27
7 C 0.35 -0.08 4.02  -0.02
8 C -0.19 1.15 4.34  -0.05
9 C -1.05 1.73 3.42  -0.02
10 C -1.32 1.09 2.23  -0.24
11 C -2.22 1.70 1.20  -0.14
12 N -2.79 0.67 0.35  -0.10
13 C -4.05 0.06 0.75  -0.18
14 C -3.85 -1.25 1.49  -0.19
15 N -3.04 -2.16 0.68  -0.10
16 N -0.78 -0.09 1.90  0.07
17 H -3.58 -3.85 1.87  0.12
18 H -2.40 -4.13 0.56  0.11
19 H -1.30 -4.15 2.82  0.13
20 H -1.87 -2.50 3.10  0.11
21 H -0.10 -3.28 0.89  0.11
22 H 1.43 -1.82 1.71  0.10
23 H 0.92 -2.58 3.23  0.13
24 H 1.01 -0.60 4.70  0.11
25 H 0.03 1.63 5.28  0.11
26 H -1.52 2.68 3.64  0.11
27 H -1.62 2.36 0.58  0.12
28 H -2.98 2.32 1.70  0.13
29 H -2.91 1.02 -0.60  0.05
30 H -4.62 -0.11 -0.16  0.10
31 H -4.64 0.75 1.38  0.12
32 H -4.82 -1.69 1.74  0.12
33 H -3.32 -1.06 2.43  0.11
34 H -3.48 -2.34 -0.22  0.11
35 O -1.71 -5.42 -4.46  0.09
36 C -1.18 -4.54 -3.82  -0.28
37 C -1.24 -4.33 -2.34  -0.33
38 O -1.93 -4.95 -1.52  0.01
39 C -0.36 -3.23 -2.05  -0.32
40 C 0.14 -2.60 -3.23  -0.34
41 O 0.85 -1.57 -3.28  -0.10
42 C -0.34 -3.40 -4.39  -0.28
43 O -0.12 -3.21 -5.57  0.09
44 O -0.13 -2.80 -0.85  -0.26
45 O -3.88 0.68 -2.39  -0.66
46 S -3.15 -0.62 -2.63  0.74
47 N -2.02 -0.91 -1.68  -0.51
48 C 0.91 3.35 -4.49  -0.18
49 Si 0.69 2.78 -2.71  0.43
50 C 1.28 4.18 -1.59  -0.19
51 C -1.11 2.44 -2.33  -0.18
52 C 1.75 1.25 -2.48  -0.52
53 Te 1.35 -0.16 -0.91  1.46
54 C 2.00 1.30 0.60  -0.53
55 Si 3.79 1.07 1.05  0.38
56 C 4.90 1.10 -0.47  -0.19
57 C 4.35 2.44 2.23  -0.19
58 C 4.00 -0.58 1.93  -0.19
59 H 0.34 4.26 -4.69  0.02
60 H 0.57 2.57 -5.18  0.03
61 H 1.96 3.56 -4.72  0.03
62 H 0.85 5.13 -1.93  0.03
63 H 2.37 4.29 -1.61  0.03
64 H 0.97 4.04 -0.56  0.01
65 H -1.67 3.35 -2.14  0.04
66 H -1.16 1.80 -1.45  -0.02
67 H -1.61 1.90 -3.13  0.03
68 H 2.79 1.55 -2.34  0.00
69 H 1.71 0.63 -3.38  0.00
70 H 1.37 1.19 1.48  -0.02
71 H 1.80 2.30 0.20  -0.02
72 H 4.93 2.10 -0.91  0.03
73 H 4.53 0.40 -1.22  0.01
74 H 5.92 0.82 -0.21  0.03
75 H 4.27 3.42 1.75  0.02
76 H 5.38 2.30 2.54  0.02
77 H 3.73 2.46 3.13  0.02
78 H 3.76 -1.40 1.26  0.02
79 H 3.35 -0.64 2.80  0.02
80 H 5.03 -0.71 2.28  0.03

Calculated values
- LUMO level (spin up / spin down) (eV) = 1.8 / 1.8
- spin multiplicity = 2
- net charge = -1
- frontier orbital gap (spin up / spin down) (eV) = 5.60 / 4.77
- HOMO (spin up / spin down) (eV) = -3.8 / -3.0
- total energy (eV) = -104848.4754

***

Density functional theory data (ωB97M-V/def2-TZVPD) for a structure of composition C24H40N6OPtSSi2.

Last column: Löwdin charge in e.
Positions of all 75 atoms, in Å:
1 Pt 0.44 -0.02 0.06  1.01
2 C -1.59 -3.96 -0.67  0.02
3 C -0.92 -2.62 -0.79  -0.24
4 N -0.57 -1.94 0.24  -0.07
5 N -0.82 -2.43 1.49  0.01
6 C -0.59 -1.65 2.58  -0.81
7 N -1.05 -2.12 3.73  0.15
8 S 0.28 -0.20 2.55  0.70
9 C -0.60 -2.00 -2.10  -0.21
10 C -1.02 -2.55 -3.30  0.02
11 C -0.68 -1.92 -4.49  -0.01
12 C 0.07 -0.76 -4.45  -0.01
13 C 0.44 -0.27 -3.21  -0.10
14 N 0.11 -0.87 -2.07  0.00
15 H -1.03 -4.59 0.02  0.11
16 H -1.64 -4.48 -1.62  0.08
17 H -2.61 -3.84 -0.30  0.10
18 H -1.55 -3.13 1.57  0.14
19 H -1.54 -3.00 3.81  0.13
20 H -0.85 -1.62 4.58  0.12
21 H -1.61 -3.45 -3.33  0.12
22 H -1.00 -2.33 -5.44  0.13
23 H 0.37 -0.24 -5.35  0.12
24 H 1.03 0.64 -3.11  0.12
25 C -1.05 3.55 1.56  -0.15
26 Si -0.79 3.02 -0.20  0.45
27 C -0.62 4.44 -1.40  -0.16
28 C -2.11 1.85 -0.80  -0.17
29 N 0.72 2.03 -0.16  -0.12
30 C 2.01 2.43 -0.11  -0.30
31 C 2.41 3.76 -0.12  0.05
32 C 3.78 4.12 -0.05  -0.01
33 C 4.74 3.15 0.03  -0.02
34 C 4.36 1.79 0.05  0.05
35 C 3.02 1.39 -0.02  -0.29
36 N 2.61 0.12 0.02  -0.08
37 Si 3.67 -1.35 0.14  0.45
38 C 4.79 -1.37 -1.35  -0.15
39 C 2.55 -2.83 0.08  -0.17
40 C 4.54 -1.26 1.78  -0.15
41 H -1.99 4.11 1.66  0.05
42 H -0.25 4.21 1.90  0.04
43 H -1.09 2.69 2.22  0.01
44 H -1.62 4.70 -1.76  0.05
45 H -0.03 4.18 -2.28  0.04
46 H -0.20 5.35 -0.96  0.04
47 H -3.06 2.38 -0.82  0.05
48 H -2.22 0.98 -0.15  -0.01
49 H -1.90 1.50 -1.82  0.03
50 H 1.67 4.54 -0.18  0.10
51 H 4.06 5.17 -0.05  0.13
52 H 5.78 3.41 0.09  0.13
53 H 5.14 1.03 0.11  0.09
54 H 4.21 -1.34 -2.27  0.04
55 H 5.35 -2.31 -1.35  0.05
56 H 5.52 -0.56 -1.38  0.03
57 H 1.97 -2.87 -0.84  0.02
58 H 1.88 -2.88 0.93  0.02
59 H 3.18 -3.73 0.10  0.05
60 H 5.29 -0.48 1.83  0.03
61 H 5.04 -2.21 1.98  0.05
62 H 3.82 -1.08 2.58  0.04
63 C -5.37 -0.19 1.00  -0.15
64 C -5.02 0.19 2.44  -0.14
65 C -3.52 0.38 2.35  -0.20
66 O -3.06 -0.62 1.41  -0.22
67 C -4.18 -1.05 0.60  -0.20
68 H -5.42 0.71 0.38  0.12
69 H -6.31 -0.72 0.91  0.12
70 H -5.26 -0.63 3.12  0.12
71 H -5.53 1.08 2.78  0.12
72 H -2.99 0.22 3.28  0.11
73 H -3.27 1.37 1.96  0.11
74 H -4.37 -2.11 0.81  0.11
75 H -3.91 -0.94 -0.45  0.11

Calculated values
- LUMO level (spin up / spin down) (eV) = -6.0 / -8.2
- spin multiplicity = 5
- net charge = +2
- frontier orbital gap (spin up / spin down) (eV) = 6.70 / 6.11
- HOMO (spin up / spin down) (eV) = -12.7 / -14.3
- total energy (eV) = -66350.1114

***

Density functional theory data (ωB97M-V/def2-TZVPD) for a structure of composition C24H40N6S5SbTc.

Last column: Löwdin charge in e.
Positions of all 77 atoms, in Å:
1 Tc 0.50 -0.62 0.94  1.15
2 C 2.23 -1.03 3.57  -0.13
3 C 2.89 -1.80 2.45  -0.18
4 N 2.65 -1.07 1.18  -0.16
5 C 3.55 0.12 1.07  -0.13
6 C 2.80 1.30 0.49  -0.16
7 N 1.45 1.36 1.11  -0.14
8 C 1.55 1.80 2.55  -0.12
9 C 0.72 0.93 3.48  -0.16
10 N 0.90 -0.50 3.12  -0.16
11 H 2.83 -0.18 3.89  0.13
12 H 2.09 -1.66 4.46  0.15
13 H 2.45 -2.80 2.35  0.09
14 H 3.96 -1.92 2.64  0.15
15 H 2.89 -1.71 0.42  0.10
16 H 4.41 -0.12 0.44  0.15
17 H 3.94 0.34 2.06  0.12
18 H 2.67 1.20 -0.58  0.07
19 H 3.35 2.23 0.67  0.15
20 H 0.93 2.07 0.61  0.10
21 H 1.23 2.84 2.63  0.15
22 H 2.60 1.78 2.83  0.12
23 H -0.34 1.17 3.38  0.10
24 H 1.01 1.11 4.51  0.15
25 H 0.18 -1.03 3.62  0.12
26 S -0.53 -5.75 -0.11  0.07
27 Sb -2.25 -6.48 1.92  0.87
28 S -0.03 -2.87 1.26  0.26
29 S -0.68 -3.83 -0.36  0.05
30 S -2.50 -4.60 2.90  -0.05
31 C -4.05 3.57 1.82  -0.03
32 C -4.21 2.34 0.94  -0.15
33 N -3.36 1.20 1.38  -0.02
34 C -3.98 0.31 2.38  -0.16
35 C -3.53 0.58 3.81  -0.03
36 C -2.14 1.04 0.92  -0.33
37 C -1.61 1.96 -0.13  0.02
38 N -1.35 0.01 1.33  -0.07
39 H -4.63 4.38 1.39  0.10
40 H -3.01 3.90 1.89  0.08
41 H -4.42 3.39 2.83  0.08
42 H -3.98 2.56 -0.10  0.12
43 H -5.23 1.97 0.97  0.13
44 H -3.79 -0.73 2.09  0.12
45 H -5.05 0.45 2.28  0.14
46 H -2.46 0.44 3.94  0.05
47 H -4.05 -0.10 4.48  0.10
48 H -3.78 1.60 4.11  0.09
49 H -2.22 1.90 -1.03  0.11
50 H -0.60 1.67 -0.41  0.03
51 H -1.62 2.99 0.21  0.11
52 H -1.85 -0.60 1.97  0.04
53 N 0.60 -0.89 -0.98  -0.45
54 S 1.14 0.10 -2.24  1.14
55 C 2.26 -0.94 -3.15  -0.40
56 C 2.60 -0.51 -4.43  -0.05
57 C 3.53 -1.24 -5.15  -0.01
58 C 4.10 -2.38 -4.60  -0.01
59 C 3.75 -2.80 -3.32  -0.04
60 C 2.83 -2.07 -2.58  -0.09
61 C -0.21 0.34 -3.33  -0.44
62 C -0.55 1.67 -3.60  -0.09
63 C -1.58 1.92 -4.50  -0.03
64 C -2.25 0.86 -5.09  -0.01
65 C -1.90 -0.46 -4.81  -0.02
66 C -0.87 -0.73 -3.93  -0.06
67 H 0.32 -1.79 -1.37  -0.05
68 H 2.16 0.37 -4.86  0.13
69 H 3.81 -0.93 -6.14  0.13
70 H 4.82 -2.95 -5.17  0.13
71 H 4.20 -3.69 -2.90  0.12
72 H 2.55 -2.41 -1.59  0.08
73 H 0.00 2.48 -3.15  0.12
74 H -1.83 2.93 -4.76  0.13
75 H -3.04 1.06 -5.80  0.13
76 H -2.41 -1.27 -5.31  0.13
77 H -0.55 -1.75 -3.76  0.12

Calculated values
- LUMO level (eV) = -13.8
- spin multiplicity = 1
- net charge = +4
- frontier orbital gap (eV) = 5.18
- HOMO (eV) = -19.0
- total energy (eV) = -97353.2444

***

Listing ΔE to the lowest compared entry with this formula, charge and spin for the structures above in their given order: 0.0; 0.0; 64.0 kJ/mol.